# 1
20
Properties=species:S:1:pos:R:3 method="wB97M-V/def2-TZVPD" e_homo_ev="-4.03 / -4.05" multiplicity=2 orbital_gap_ha="0.2244 / 0.2253" total_charge=-1 lumo_ha="0.076 / 0.076"
Sc 0.87491 -0.34643 -1.22624
Cl 2.10978 -2.30029 -1.18070
C 2.32057 1.05678 -1.98893
C -0.49771 -0.81773 -2.82906
H 2.06999 1.37422 -3.00983
H 2.36017 1.93492 -1.32921
H 3.29897 0.55602 -1.98755
H -0.40308 -0.13132 -3.68037
H -1.54468 -0.85020 -2.50326
H -0.21533 -1.82101 -3.18219
Ce -0.27858 0.22418 2.41463
C -1.99118 -1.26693 2.38031
C -0.41367 1.23026 0.40826
H -2.81054 -0.88224 1.74866
H -1.50471 -2.15448 1.92832
H -2.29982 -1.47348 3.41841
H -0.81009 1.19700 -0.63551
H -0.58713 2.27960 0.75152
N 0.31079 1.20920 5.80810
C 0.01135 0.98194 4.69466

***

# 2
19
Properties=species:S:1:pos:R:3 method="wB97M-V/def2-TZVPD" e_homo_ev=-7.83 orbital_gap_ha=0.3207 smiles="CC1=NCCN1C.Cl" total_charge=0 lumo_ha=0.033
C 0.01703 2.16964 -0.12194
C -0.30174 0.71660 -0.06838
N -1.49147 0.26108 -0.18117
C -1.44730 -1.17226 -0.24871
C 0.07660 -1.52914 -0.38117
N 0.68538 -0.24561 0.00799
C 2.08962 -0.13106 0.49156
H -0.75214 2.87827 0.18921
H 0.21863 2.59082 -1.21712
H 0.91716 2.52204 0.43478
H -2.26046 -1.54946 -0.91252
H -1.75929 -1.57225 0.72157
H 0.31413 -2.39869 0.27670
H 0.33374 -1.90749 -1.45489
H 2.10107 0.23005 1.60903
H 2.63349 -1.17283 0.58769
H 2.52774 0.67363 -0.17937
Cl -5.71806 -0.21177 0.16146
H -5.89678 -0.14912 1.36136

***

# 3
19
Properties=species:S:1:pos:R:3 method="wB97M-V/def2-TZVPD" e_homo_ev="-11.86 / -10.38" orbital_gap_ha="0.2979 / 0.2012" total_charge=+1 lumo_ha="-0.138 / -0.180"
C -0.22329 -0.79371 1.73034
C 1.37233 -1.03000 0.01771
C -1.15136 0.01522 0.82577
C -0.75159 1.36657 -1.12625
C 0.27806 2.11811 -2.01075
N 0.50332 -1.76251 0.87000
O -0.34815 0.68649 -0.14884
Cl -2.41942 1.21701 -1.73442
H 0.54466 -0.12981 2.14150
H -0.63740 -1.29599 2.57153
H 1.98733 -1.76727 -0.54698
H 1.99497 -0.30935 0.62809
H -1.75871 -0.81326 0.28114
H -1.79993 0.66147 1.32362
H -0.23809 2.47273 -2.84945
H 1.02432 1.29798 -2.39613
H 0.77406 2.77855 -1.40618
H 0.94304 -2.48947 1.56947
H -0.09412 -2.22278 0.25983

***

# 4
21
Properties=species:S:1:pos:R:3 method="wB97M-V/def2-TZVPD" e_homo_ev=-9.96 orbital_gap_ha=0.3788 smiles="CCCCS(=O)(=O)SCCl" total_charge=0 lumo_ha=0.013
C -2.73320 -2.26304 1.72976
C -2.53053 -0.95573 0.93961
C -1.31538 -1.08869 0.02456
C 0.04487 -1.12811 0.77362
S 1.41534 -0.84450 -0.38103
O 2.68655 -0.76433 0.34413
O 1.42308 -1.91844 -1.36596
S 0.94275 0.96937 -1.29592
C 2.23761 0.73235 -2.58414
Cl 2.41993 2.17818 -3.63296
H -3.73031 -2.24952 2.15281
H -1.98051 -2.36714 2.54271
H -2.66483 -3.11165 1.05776
H -3.44187 -0.74734 0.37093
H -2.43299 -0.13507 1.66574
H -1.37686 -1.96699 -0.63117
H -1.35691 -0.21786 -0.64177
H 0.25561 -2.07671 1.27860
H 0.06771 -0.29689 1.49506
H 1.94724 -0.13474 -3.19650
H 3.18379 0.48954 -2.06504

***

# 5
36
Properties=species:S:1:pos:R:3 method="wB97M-V/def2-TZVPD" e_homo_ev=3.42 orbital_gap_ha=0.0853 total_charge=-3 lumo_ha=0.211
Na 0.22186 0.71970 -0.64551
C 2.48996 1.86795 -2.24463
O 3.38547 2.55850 -2.86916
O 1.32584 2.32634 -1.92185
O 2.79349 0.64194 -1.87420
P -1.71540 2.83844 1.42876
F -0.16332 3.32615 1.47499
F -1.63142 2.63853 -0.15862
F -1.17271 1.29092 1.62818
F -3.22466 2.25540 1.49112
F -1.78813 3.04545 3.04582
F -2.22754 4.35425 1.21600
P -2.55280 -0.16074 -3.55511
F -2.20202 -0.82583 -4.97498
F -2.70729 -1.65486 -2.90750
F -0.98905 -0.13966 -3.13602
F -2.98221 0.48240 -2.11929
F -2.39331 1.32959 -4.16577
F -4.13407 -0.20575 -3.97083
C -0.03861 -3.28427 2.07485
C 0.25360 -1.90528 1.43981
C 1.70898 -1.44837 1.63546
O 1.78049 -0.05913 1.50456
C 3.08941 0.43755 1.52665
N -0.05650 -1.91094 -0.01425
H 0.06249 -4.10072 1.36000
H -1.06921 -3.29929 2.43318
H 0.62666 -3.41166 2.93557
H -0.45757 -1.20169 1.87606
H 2.24228 -1.95849 0.82330
H 1.99066 -1.75338 2.65398
H 3.46471 0.64484 2.54277
H 3.04114 1.42961 1.06837
H 3.82554 -0.11222 0.93774
H -1.06814 -1.97495 -0.11434
H 0.27141 -2.78032 -0.42510

***

# 6
26
Properties=species:S:1:pos:R:3 method="wB97M-V/def2-TZVPD" e_homo_ev="-15.88 / -15.88" orbital_gap_ha="0.2338 / 0.2338" total_charge=+2 lumo_ha="-0.350 / -0.350"
Mo 0.44307 0.20316 -0.85316
C 0.54822 1.19163 2.42219
O 0.12927 0.21417 1.41887
C -0.81940 -0.74183 1.93576
C -0.67465 -1.92765 1.04097
O -0.79632 -1.44858 -0.34403
C -2.18260 -1.47492 -0.85410
H 0.81553 0.64918 3.32540
H -0.26758 1.88612 2.60755
H 1.41094 1.71141 2.02601
H -1.81906 -0.30518 1.93056
H -0.55487 -1.00935 2.95902
H -1.42805 -2.69405 1.20420
H 0.31550 -2.36944 1.11000
H -2.59060 -2.45173 -0.61487
H -2.11908 -1.33941 -1.92696
H -2.75501 -0.67765 -0.38803
Se 3.87474 -2.02967 -3.50552
Sb 3.51487 0.21442 -3.34231
Se 0.26688 -0.01946 -3.05791
Se 2.64626 0.32948 -0.48095
Se 3.58091 2.42617 -3.87821
F 0.31823 2.96064 0.19018
C -0.15898 2.22826 -0.80977
F -1.38479 1.65346 -0.41133
H -0.31344 2.82081 -1.70356